No. 1
Here is the ion C5H10NOS with charge -1 from the OMol25 dataset. Energies are from the ωB97M-V functional and the def2-TZVPD basis.

ΔE to the lowest compared entry with this formula, charge and spin = 146.57 kJ/mol
Net charge = -1
Gap between HOMO and LUMO = 5.6 eV
E_LUMO = 0.116 Ha
SMILES string = O=CCNCCC[S-]
Energy = -724.69760 a.u.

Atoms and positions in Å:
O 2.04 2.28 -3.36
C 1.25 1.95 -2.51
C 1.19 0.56 -1.96
N 0.45 0.58 -0.68
C -0.74 -0.32 -0.65
C -1.23 -0.42 0.77
C -0.32 -1.34 1.66
S -1.23 -1.58 3.24
H 0.59 2.69 -2.02
H 0.77 -0.09 -2.74
H 2.18 0.13 -1.76
H 1.06 0.28 0.07
H -0.58 -1.26 -1.19
H -1.48 0.24 -1.26
H -2.25 -0.78 0.81
H -1.27 0.58 1.21
H 0.64 -0.86 1.81
H -0.11 -2.28 1.14


No. 2
Here is an isolated molecule of C5H7N3 from the OMol25 dataset. Energies are from the ωB97M-V functional and the def2-TZVPD basis.

ΔE to the lowest compared entry with this formula, charge and spin = 404.24 kJ/mol
Net charge = 0
Gap between HOMO and LUMO = 9.0 eV
E_LUMO = 0.018 Ha
SMILES string = N#C/C=C(/N)[C@@H]1CN1
Energy = -358.86441 a.u.

Atoms and positions in Å:
N 3.22 -1.20 0.17
C 2.64 -0.14 -0.10
C 1.66 0.88 -0.01
C 0.39 0.48 -0.10
N -0.56 1.43 0.16
C -0.03 -0.88 -0.20
C -1.60 -1.02 -0.51
N -1.07 -1.04 0.89
H 2.00 1.88 0.20
H -0.30 2.34 -0.05
H -1.68 1.44 0.04
H 0.59 -1.77 -0.17
H -1.82 -1.99 -0.81
H -2.05 -0.19 -0.97
H -1.39 -0.23 1.45